1:
The following is a quantum chemistry calculation of C4H3NOS as an isolated structure, from OMol25.

Geometry as ORCA input:
```
! RIJCOSX wB97M-V def2-TZVPD def2/J DEFGRID3
* xyz 0 1
C -0.31 -1.13 1.47
C 0.20 -0.56 0.31
C -0.07 -1.31 -0.95
C 0.14 0.21 -0.93
N -0.92 -2.27 1.30
O -1.26 -3.76 -0.78
S -1.34 -2.41 -0.32
H -0.18 -0.71 2.46
H -0.68 0.91 -1.08
H 1.06 0.52 -1.41
*
```

Computed properties:
* HOMO: -9.7657 eV
* orbital gap: 8.613 eV


2:
The following is a quantum chemistry calculation of an isolated molecule of C4H3NOS, from OMol25.

Geometry as ORCA input:
```
! RIJCOSX wB97M-V def2-TZVPD def2/J DEFGRID3
* xyz 0 1
C 2.03 -2.41 -0.20
C 1.13 -1.65 0.10
C 0.06 -0.77 0.41
N 0.05 0.39 -0.11
O -1.01 1.08 0.42
C -1.26 2.21 -0.29
S -2.50 3.15 0.05
H 2.75 -3.24 -0.31
H -0.76 -1.12 1.01
H -0.50 2.35 -1.08
*
```

Computed properties:
* HOMO: -9.2001 eV
* orbital gap: 9.004 eV
* SMILES: C#C/C=N/OC=S


3:
The following is a quantum chemistry calculation of a 2-piece molecular cluster, C4H3NOS overall, from OMol25.

Geometry as ORCA input:
```
! RIJCOSX wB97M-V def2-TZVPD def2/J DEFGRID3
* xyz 0 1
C 1.63 -1.68 0.34
C 0.87 -1.53 1.61
C -1.60 1.74 -1.08
C -0.38 1.38 -1.07
N 0.40 -1.07 0.46
O 2.59 -1.97 -0.32
S 0.66 -1.66 3.19
H -2.02 2.63 -1.63
H -2.55 1.33 -0.70
H 0.38 0.83 -0.79
*
```

Computed properties:
* HOMO (alpha / beta): -9.8320 / -8.1890 eV
* orbital gap (alpha / beta): 9.817 / 4.913 eV


4:
The following is a quantum chemistry calculation of an isolated molecule of C4H3NOS, from OMol25.

Geometry as ORCA input:
```
! RIJCOSX wB97M-V def2-TZVPD def2/J DEFGRID3
* xyz 0 1
C 0.14 -0.42 0.12
C -0.57 -1.33 -0.48
C -0.25 0.98 0.35
C -2.50 0.83 -0.01
N -1.45 1.45 0.20
O -4.26 -0.82 0.73
S -3.89 0.02 -0.41
H 1.28 -0.34 0.19
H -1.58 -1.65 -0.28
H 0.40 1.80 0.37
*
```

Computed properties:
* HOMO (alpha / beta): -8.6461 / -8.6045 eV
* orbital gap (alpha / beta): 6.631 / 7.387 eV


It comes down to 2, which is 0.0339 hartree more stable than the next structure.


1:
The following is a quantum chemistry calculation of a 2-piece molecular cluster, C3H7N2P overall, from OMol25.

Geometry as ORCA input:
```
! RIJCOSX wB97M-V def2-TZVPD def2/J DEFGRID3
* xyz 0 1
C -1.89 0.47 0.14
C -2.08 -0.79 -0.33
N -0.85 -1.46 -0.15
N 0.02 -0.70 0.34
C -0.55 0.60 0.68
H -2.64 1.22 0.37
H -3.07 -1.13 -0.72
H 0.09 1.15 -0.16
H -0.40 0.93 1.70
P 2.86 0.43 -0.06
H 2.27 -0.76 0.41
H 4.00 -0.24 -0.85
H 2.24 0.29 -1.37
*
```

Computed properties:
* HOMO: -9.5126 eV
* orbital gap: 9.791 eV
* SMILES: C1=CN=NC1.P


2:
The following is a quantum chemistry calculation of an isolated molecule of C3H7N2P, from OMol25.

Geometry as ORCA input:
```
! RIJCOSX wB97M-V def2-TZVPD def2/J DEFGRID3
* xyz 0 1
H -2.11 0.02 -1.72
N -1.89 0.45 -0.88
C -1.04 0.07 -0.03
C -0.95 0.70 1.31
P 0.00 -1.41 -0.13
C 1.61 -0.38 -0.08
N 2.24 -0.54 -1.15
H 3.07 -0.12 -1.31
H 0.03 0.47 1.76
H -1.11 1.72 1.30
H -1.74 0.19 1.79
H -0.06 -1.51 -1.62
H 1.94 0.33 0.74
*
```

Computed properties:
* HOMO: -8.8083 eV
* orbital gap: 9.745 eV
* SMILES: [H]/N=C(/C)P/C=N/[H]


It comes down to 2, which is 0.0441 hartree more stable than the next structure.


1:
The following is a quantum chemistry calculation of an isolated ion of composition C2H2N5 and charge +1, from OMol25.

Geometry as ORCA input:
```
! RIJCOSX wB97M-V def2-TZVPD def2/J DEFGRID3
* xyz 1 1
C 2.58 -0.59 0.39
C 1.55 0.07 0.41
N 0.49 0.74 0.30
N -0.45 1.41 0.22
N -1.78 0.58 -0.45
N -1.88 -0.61 -0.36
N -1.77 -1.66 -0.03
H 3.53 -1.27 0.40
H -2.27 1.34 -0.89
*
```

Computed properties:
* HOMO: -14.6063 eV
* orbital gap: 8.476 eV
* SMILES: C#C/N=N/N[N+]#N


2:
The following is a quantum chemistry calculation of an isolated ion of composition C2H2N5 and charge +1, from OMol25.

Geometry as ORCA input:
```
! RIJCOSX wB97M-V def2-TZVPD def2/J DEFGRID3
* xyz 1 1
C -0.87 -0.69 -0.75
C 0.25 1.06 0.07
N 1.31 2.85 1.12
N -0.74 0.59 -0.59
N 0.80 -0.88 0.86
N 0.70 2.10 0.60
N 0.06 -1.41 0.02
H -1.64 -1.13 -1.24
H 0.14 -2.49 -0.09
*
```

Computed properties:
* HOMO (alpha / beta): -14.5016 / -14.5015 eV
* orbital gap (alpha / beta): 7.347 / 7.348 eV


It comes down to 2, which is 0.0578 hartree more stable than the next structure.


1:
The following is a quantum chemistry calculation of a 2-piece molecular cluster, H4NO2PS overall, from OMol25.

Geometry as ORCA input:
```
! RIJCOSX wB97M-V def2-TZVPD def2/J DEFGRID3
* xyz 0 3
N 0.58 0.53 0.98
O -0.57 -1.83 0.82
O 1.42 -1.21 -0.49
P -1.14 0.01 -1.69
S 0.14 -0.82 0.07
H -0.18 1.04 1.53
H 1.16 0.07 1.57
H 0.06 0.60 -2.20
H -1.47 1.61 -0.60
*
```

Computed properties:
* HOMO (alpha / beta): -7.6386 / -10.4828 eV
* orbital gap (alpha / beta): 7.249 / 6.414 eV


2:
The following is a quantum chemistry calculation of an isolated molecule of H4NO2PS, from OMol25.

Geometry as ORCA input:
```
! RIJCOSX wB97M-V def2-TZVPD def2/J DEFGRID3
* xyz 0 3
N 1.13 -0.76 0.68
O -0.35 -0.44 -1.36
O 0.38 1.66 -0.27
P 0.00 0.13 0.09
S -1.95 0.37 0.89
H 1.67 -0.52 1.41
H 0.01 -1.29 -1.29
H 0.77 1.76 -1.21
H -1.66 -0.89 1.06
*
```

Computed properties:
* HOMO (alpha / beta): -4.7652 / -9.5284 eV
* orbital gap (alpha / beta): 5.346 / 5.855 eV


It comes down to 2, which is 0.1055 hartree more stable than the next structure.


1:
The following is a quantum chemistry calculation of C3HO3 as an isolated structure, from OMol25.

Geometry as ORCA input:
```
! RIJCOSX wB97M-V def2-TZVPD def2/J DEFGRID3
* xyz -1 1
C 0.71 0.41 -0.21
C -1.16 0.23 0.12
C 1.38 -0.61 -0.12
O 1.40 -1.84 0.16
O -1.56 1.35 -0.02
O -1.77 -0.83 0.33
H 0.99 1.29 -0.25
*
```

Computed properties:
* HOMO: -4.5755 eV
* orbital gap: 8.583 eV


2:
The following is a quantum chemistry calculation of a 2-piece molecular cluster, C3HO3 overall, from OMol25.

Geometry as ORCA input:
```
! RIJCOSX wB97M-V def2-TZVPD def2/J DEFGRID3
* xyz -1 1
C 2.02 0.16 0.56
C 1.57 -0.53 1.72
C 0.22 -0.58 -0.43
O -0.10 -1.64 -0.87
O 0.91 -0.70 2.71
O 2.56 -1.18 1.10
H -0.38 0.35 -0.58
*
```

Computed properties:
* HOMO: -2.9993 eV
* orbital gap: 7.361 eV


3:
The following is a quantum chemistry calculation of a 2-piece molecular cluster, C3HO3 overall, from OMol25.

Geometry as ORCA input:
```
! RIJCOSX wB97M-V def2-TZVPD def2/J DEFGRID3
* xyz -1 1
C -1.71 -0.58 1.07
C -2.70 -0.45 0.14
C 0.41 -0.95 0.07
O 0.45 -1.31 -1.09
O -3.63 0.13 -0.38
O -2.41 -1.73 0.26
H 1.27 -1.11 0.73
*
```

Computed properties:
* HOMO (alpha / beta): -2.6778 / -2.7924 eV
* orbital gap (alpha / beta): 6.993 / 7.127 eV


It comes down to 1, which is 0.0805 hartree more stable than the next structure.


1:
The following is a quantum chemistry calculation of a 2-piece molecular cluster, CF3I2P overall, from OMol25.

Geometry as ORCA input:
```
! RIJCOSX wB97M-V def2-TZVPD def2/J DEFGRID3
* xyz 0 1
C -1.63 -0.23 0.14
F -2.79 -0.52 -0.45
F -1.54 -0.17 1.48
F -1.16 0.89 -0.46
P 1.74 -0.06 -0.98
I 2.56 1.97 0.17
I 2.82 -1.88 0.10
*
```

Computed properties:
* HOMO (alpha / beta): -9.7212 / -8.3457 eV
* orbital gap (alpha / beta): 7.940 / 7.479 eV


2:
The following is a quantum chemistry calculation of an isolated molecule of CF3I2P, from OMol25.

Geometry as ORCA input:
```
! RIJCOSX wB97M-V def2-TZVPD def2/J DEFGRID3
* xyz 0 1
F 1.55 1.06 -0.52
C 0.81 0.04 0.08
F 0.77 0.22 1.36
F 1.53 -1.07 -0.15
P -0.90 -0.06 -0.96
I -1.83 -2.00 0.19
I -1.93 1.82 0.00
*
```

Computed properties:
* HOMO: -9.6176 eV
* orbital gap: 8.845 eV
* SMILES: FC(F)(F)P(I)I


It comes down to 2, which is 0.1043 hartree more stable than the next structure.